No. 1
Entry from OMol25: an isolated molecule of C18H40N2O4P2S (wB97M-V/def2-TZVPD).

Element x y z (Å)
1 C -3.730 -0.004 3.937
2 C -4.280 -1.051 2.915
3 C -3.207 -2.105 2.444
4 C -1.940 -1.337 1.928
5 C -0.957 -2.366 1.251
6 C -0.238 -1.791 -0.047
7 C -1.175 -2.274 -1.204
8 C -1.448 -1.253 -2.371
9 C -2.921 -0.673 -2.331
10 C -3.103 0.532 -1.346
11 C 0.188 -0.289 0.025
12 C 1.713 -0.208 -0.441
13 C 2.159 1.157 0.212
14 C 2.966 2.109 -0.725
15 C 2.907 3.586 -0.164
16 C 1.490 4.231 -0.255
17 C 0.782 4.084 -1.635
18 N -0.654 4.531 -1.574
19 P 2.019 -0.427 -2.304
20 N 1.724 -2.053 -2.801
21 O 3.696 -0.221 -2.552
22 C 2.149 -1.560 0.292
23 S 2.235 -1.470 2.191
24 P 3.872 -2.256 -0.155
25 O 4.142 -3.469 0.979
26 O 4.980 -1.000 0.145
27 O 1.066 -2.445 0.082
28 H -4.607 0.540 4.354
29 H -3.027 0.679 3.416
30 H -3.181 -0.451 4.791
31 H -5.135 -1.639 3.321
32 H -4.589 -0.481 2.006
33 H -2.911 -2.771 3.280
34 H -3.627 -2.730 1.629
35 H -1.415 -0.951 2.836
36 H -2.173 -0.449 1.306
37 H -0.213 -2.652 2.030
38 H -1.497 -3.315 1.026
39 H -0.705 -3.190 -1.642
40 H -2.173 -2.615 -0.847
41 H -0.682 -0.463 -2.500
42 H -1.421 -1.852 -3.318
43 H -3.178 -0.382 -3.376
44 H -3.604 -1.502 -2.056
45 H -2.192 1.134 -1.176
46 H -3.584 0.167 -0.416
47 H -3.845 1.224 -1.814
48 H 0.142 -0.010 1.095
49 H -0.321 0.450 -0.623
50 H 1.238 1.708 0.512
51 H 2.746 1.034 1.145
52 H 4.040 1.812 -0.713
53 H 2.606 2.167 -1.768
54 H 3.258 3.573 0.897
55 H 3.640 4.209 -0.717
56 H 1.528 5.318 -0.015
57 H 0.800 3.779 0.502
58 H 1.306 4.639 -2.449
59 H 0.744 3.025 -1.995
60 H -1.222 3.715 -1.788
61 H -0.804 4.731 -0.584
62 H 2.047 -2.774 -2.161
63 H 0.787 -2.213 -3.145
64 H 4.063 -1.075 -2.817
65 H 3.156 -0.494 2.501
66 H 4.683 -3.141 1.707
67 H 4.886 -0.729 1.073

Cartesian forces (eV/Å) of the 2 atoms listed first:
-0.47 -0.39 -0.16
0.67 -0.71 -0.06

## Properties
E, a.u.: -2201.1819
Relative energy (zero: lowest compared OMol25 entry of this formula, charge and spin), kcal/mol: 50.7
E_LUMO, Ha: 0.0053
Max |F|, eV/A: 3.23
Gap between HOMO and LUMO, eV: 8.30
SMILES: CCCCC[C@@]1(CCCC)C[C@](CCCCCN)(P(N)O)[C@](S)(P(O)O)O1


No. 2
Entry from OMol25: a cluster of 2 separate species, C4H12OS2 in total (wB97M-V/def2-TZVPD).

Element x y z (Å)
1 C 1.243 1.422 -0.394
2 C 1.745 0.520 -1.486
3 S 0.218 -0.421 -1.927
4 S -1.156 -1.555 -2.983
5 C -1.432 -2.897 -1.767
6 C -1.353 -2.618 -0.265
7 H 1.138 1.074 0.647
8 H 1.650 2.421 -0.380
9 H 0.187 1.664 -0.663
10 H 1.959 1.055 -2.445
11 H 2.702 -0.049 -1.298
12 H -0.687 -3.600 -2.057
13 H -2.450 -3.254 -1.974
14 H -1.516 -3.504 0.373
15 H -0.342 -2.259 -0.051
16 H -2.114 -1.854 -0.115
17 H -0.412 4.615 4.901
18 H 0.689 4.389 6.120
19 O -0.069 4.852 5.763

Cartesian forces (eV/Å) of the 2 atoms listed first:
-2.24 0.48 0.25
3.42 -0.41 -2.43

## Properties
E, a.u.: -1031.1013
Relative energy (zero: lowest compared OMol25 entry of this formula, charge and spin), kcal/mol: 73.1
E_LUMO, Ha: -0.0251
Max |F|, eV/A: 4.22
Gap between HOMO and LUMO, eV: 7.22
SMILES: CCSSCC.O


No. 3
Entry from OMol25: a cluster of 8 separate species, C33H76BN4O35PS7Si in total (wB97M-V/def2-TZVPD).

Element x y z (Å)
1 C 4.433 -2.800 2.016
2 C 3.861 -1.461 2.618
3 C 2.369 -1.292 2.171
4 O 2.242 -0.658 0.899
5 C 0.860 -0.360 0.690
6 C 0.514 -0.267 -0.844
7 C 1.621 0.682 -1.476
8 C 1.786 2.063 -0.736
9 O 2.883 2.131 0.182
10 Si 4.398 2.339 -0.584
11 C 5.184 0.661 -1.082
12 C 4.384 3.493 -2.093
13 C 5.587 3.106 0.718
14 N 0.743 -1.620 -1.372
15 C 0.595 -1.706 -2.846
16 C 1.922 -2.281 -3.441
17 O -0.779 0.229 -1.072
18 C -1.779 -0.667 -0.582
19 C -2.815 0.040 0.428
20 B -2.123 1.220 1.284
21 N -1.522 2.474 0.719
22 O -2.009 1.078 2.723
23 N -4.004 0.389 -0.346
24 C -3.897 1.587 -1.166
25 C -5.064 1.706 -2.225
26 C -4.668 2.668 -3.416
27 N -5.211 0.184 0.309
28 C -5.716 1.331 1.084
29 C -6.957 0.796 1.915
30 P -3.273 -1.346 1.637
31 O -3.945 -2.474 0.895
32 O -4.251 -0.830 2.888
33 O -1.868 -1.964 2.357
34 H 4.127 -2.826 0.941
35 H 4.027 -3.681 2.570
36 H 5.543 -2.876 2.079
37 H 4.501 -0.628 2.241
38 H 3.878 -1.545 3.725
39 H 1.828 -0.720 2.963
40 H 1.925 -2.318 2.064
41 H 0.269 -1.177 1.186
42 H 0.660 0.612 1.217
43 H 1.290 0.925 -2.518
44 H 2.544 0.073 -1.544
45 H 0.861 2.217 -0.127
46 H 1.776 2.864 -1.510
47 H 6.288 0.671 -0.939
48 H 4.919 0.366 -2.123
49 H 4.752 -0.093 -0.372
50 H 4.141 2.946 -3.041
51 H 5.439 3.846 -2.234
52 H 3.748 4.399 -1.994
53 H 6.018 2.242 1.282
54 H 6.402 3.659 0.206
55 H 4.995 3.729 1.422
56 H 1.688 -1.921 -1.147
57 H 0.237 -0.774 -3.330
58 H -0.193 -2.480 -3.045
59 H 1.825 -2.637 -4.492
60 H 2.790 -1.586 -3.402
61 H 2.178 -3.192 -2.836
62 H -2.380 -0.997 -1.464
63 H -1.380 -1.575 -0.081
64 H -0.663 2.623 1.258
65 H -2.147 3.217 1.065
66 H -1.224 0.534 2.888
67 H -2.961 1.535 -1.778
68 H -3.868 2.567 -0.628
69 H -6.012 2.076 -1.779
70 H -5.281 0.701 -2.662
71 H -5.406 3.496 -3.542
72 H -3.655 3.083 -3.199
73 H -4.670 2.123 -4.388
74 H -5.956 -0.085 -0.332
75 H -6.105 2.183 0.475
76 H -5.002 1.735 1.837
77 H -6.614 0.165 2.770
78 H -7.517 1.642 2.373
79 H -7.575 0.166 1.240
80 H -3.791 -0.896 3.736
81 H -2.191 -2.656 2.952
82 C 3.021 -4.090 -8.143
83 C 2.724 -2.922 -9.065
84 O 1.401 -2.495 -8.705
85 S 1.180 -2.747 -7.125
86 O 1.427 -1.518 -6.438
87 O -0.020 -3.497 -6.949
88 O 2.445 -3.724 -6.885
89 H 2.533 -5.004 -8.491
90 H 4.086 -4.270 -8.034
91 H 2.762 -3.205 -10.116
92 H 3.407 -2.089 -8.886
93 C 6.079 -0.568 -5.194
94 C 6.811 0.031 -6.380
95 O 7.138 -1.090 -7.213
96 S 5.985 -2.210 -7.068
97 O 5.070 -2.066 -8.163
98 O 6.598 -3.457 -6.749
99 O 5.277 -1.619 -5.745
100 H 6.777 -1.010 -4.478
101 H 5.452 0.161 -4.685
102 H 7.711 0.566 -6.088
103 H 6.161 0.698 -6.950
104 C 3.251 3.105 3.835
105 C 1.853 3.491 4.286
106 O 1.326 2.307 4.896
107 S 2.533 1.489 5.593
108 O 2.556 1.814 6.983
109 O 2.489 0.143 5.120
110 O 3.757 2.256 4.874
111 H 3.223 2.530 2.905
112 H 3.897 3.972 3.706
113 H 1.222 3.809 3.459
114 H 1.883 4.278 5.044
115 C -0.555 -0.586 7.697
116 C 0.344 -1.443 6.827
117 O 0.059 -2.791 7.218
118 S -1.494 -2.897 7.649
119 O -2.237 -3.391 6.535
120 O -1.567 -3.488 8.948
121 O -1.783 -1.315 7.787
122 H -0.145 -0.475 8.703
123 H -0.731 0.398 7.267
124 H 1.398 -1.217 6.969
125 H 0.088 -1.334 5.770
126 C 6.339 1.540 -10.809
127 C 5.058 2.350 -10.887
128 O 5.002 3.065 -9.650
129 S 6.505 3.410 -9.166
130 O 6.815 4.746 -9.560
131 O 6.661 2.949 -7.824
132 O 7.282 2.396 -10.156
133 H 6.206 0.646 -10.195
134 H 6.707 1.252 -11.792
135 H 4.176 1.724 -11.008
136 H 5.099 3.080 -11.700
137 C -9.967 -0.867 4.948
138 C -8.671 -0.268 4.441
139 O -9.055 0.959 3.807
140 S -10.335 1.573 4.577
141 O -9.879 2.561 5.502
142 O -11.356 1.839 3.615
143 O -10.737 0.248 5.412
144 H -10.522 -1.352 4.141
145 H -9.804 -1.578 5.755
146 H -8.159 -0.919 3.734
147 H -7.999 -0.028 5.264
148 C -5.951 -1.933 9.874
149 C -5.218 -3.115 9.266
150 O -5.588 -3.101 7.883
151 S -5.816 -1.574 7.410
152 O -4.625 -1.114 6.772
153 O -7.103 -1.482 6.794
154 O -5.893 -0.907 8.879
155 H -7.001 -2.171 10.059
156 H -5.488 -1.592 10.798
157 H -5.496 -4.060 9.727
158 H -4.135 -2.986 9.330

Cartesian forces (eV/Å) of the 2 atoms listed first:
-0.11 0.33 0.03
-0.10 -0.96 -0.74

## Properties
E, a.u.: -7598.3578
Relative energy (zero: lowest compared OMol25 entry of this formula, charge and spin), kcal/mol: 73.5
E_LUMO, Ha: 0.0040
Max |F|, eV/A: 3.66
Gap between HOMO and LUMO, eV: 8.35
SMILES: CCCOC[C@@](CCO[Si](C)(C)C)(NCC)OC[C@@](B(N)O)(N(CCC)NCC)P(=O)(O)O.O=S1(=O)OCCO1.O=S1(=O)OCCO1.O=S1(=O)OCCO1.O=S1(=O)OCCO1.O=S1(=O)OCCO1.O=S1(=O)OCCO1.O=S1(=O)OCCO1


No. 4
Entry from OMol25: a structure of composition C9H28O9 (wB97M-V/def2-TZVPD).

Element x y z (Å)
1 O -0.074 1.107 0.466
2 H 0.272 0.704 -0.330
3 H -0.602 0.420 0.873
4 C 2.222 0.071 2.057
5 C 1.616 -1.060 1.364
6 C 2.096 -1.389 -0.042
7 O 2.452 -2.768 0.018
8 C 2.356 -3.167 1.239
9 O 2.667 -4.300 1.583
10 O 1.897 -2.190 2.041
11 H 2.051 1.006 1.522
12 H 3.306 -0.005 2.136
13 H 2.004 0.138 3.123
14 H 0.527 -1.007 1.384
15 H 2.935 -0.750 -0.317
16 H 1.222 -1.248 -0.677
17 C -0.873 3.432 -0.713
18 O 0.350 3.017 -0.062
19 H -0.979 3.079 -1.739
20 H -1.734 3.083 -0.143
21 H -0.879 4.522 -0.735
22 H 0.165 2.128 0.250
23 C 0.603 1.061 -2.443
24 O 0.748 -0.001 -1.449
25 H 0.254 1.994 -2.000
26 H 1.582 1.217 -2.896
27 H -0.047 0.710 -3.244
28 H 0.971 -0.817 -1.903
29 C -0.935 -0.375 2.619
30 O -1.194 -0.507 1.213
31 H -1.809 -0.603 3.230
32 H -0.197 -1.093 2.976
33 H -0.677 0.662 2.837
34 H -1.558 -1.391 1.119
35 C -1.020 -1.803 -1.529
36 O 0.013 -2.807 -1.560
37 H -1.953 -2.196 -1.124
38 H -0.855 -0.963 -0.855
39 H -1.242 -1.347 -2.494
40 H 0.628 -2.565 -2.257
41 C -2.566 0.644 -0.537
42 O -3.150 1.885 -0.180
43 H -1.515 0.708 -0.816
44 H -2.759 -0.034 0.294
45 H -3.205 0.322 -1.360
46 H -3.114 2.474 -0.938

Cartesian forces (eV/Å) of the 2 atoms listed first:
0.84 -3.67 1.72
0.31 -0.43 0.40

## Properties
E, a.u.: -1036.4919
Relative energy (zero: lowest compared OMol25 entry of this formula, charge and spin), kcal/mol: 182.7
E_LUMO, Ha: -0.0031
Max |F|, eV/A: 8.29
Gap between HOMO and LUMO, eV: 8.73


No. 5
Entry from OMol25: an isolated molecule of C2HClN2O (wB97M-V/def2-TZVPD).

Element x y z (Å)
1 C -0.007 -0.063 -0.252
2 C 0.889 -0.453 0.726
3 H 1.370 -1.474 0.853
4 N 0.832 0.634 1.568
5 N 0.347 1.664 1.069
6 O -0.351 1.114 -0.012
7 Cl -0.712 -1.202 -1.297

Cartesian forces (eV/Å) of the 2 atoms listed first:
2.04 -3.92 1.44
-1.28 -0.30 0.21

## Properties
E, a.u.: -721.6491
Relative energy (zero: lowest compared OMol25 entry of this formula, charge and spin), kcal/mol: 65.5
E_LUMO, Ha: 0.0158
Max |F|, eV/A: 6.36
Gap between HOMO and LUMO, eV: 10.52
SMILES: Clc1cnno1